[1]
Formula: C7H18N4
Source: the OMol25 dataset
Level of theory: the ωB97M-V functional and the def2-TZVPD basis

Element x y z (Å)
C1 1.52643 -1.03685 1.01646
C2 1.33680 1.32781 0.81784
C3 -0.92073 -1.17790 0.06831
C4 -0.91642 1.16946 -0.45553
C5 0.57726 -0.97705 -0.18524
C6 0.58367 0.89665 -0.43913
C7 -3.04103 0.09158 0.19321
N1 1.07916 -1.58044 -1.33543
N2 1.39125 1.12136 -1.57277
N3 2.31305 0.22509 1.00035
N4 -1.57524 0.12049 0.37816
H1 0.98263 -1.09328 1.96188
H2 2.19563 -1.89787 0.95820
H3 1.85887 2.27331 0.65694
H4 0.71485 1.40931 1.71036
H5 -1.38249 -1.56096 -0.84526
H6 -1.10787 -1.89325 0.87100
H7 -1.17284 2.15808 -0.06927
H8 -1.29669 1.08777 -1.47570
H9 -3.28470 -0.13400 -0.84432
H10 -3.49605 -0.66096 0.83462
H11 -3.46554 1.06272 0.44365
H12 1.89309 -2.16986 -1.25474
H13 0.42051 -1.95938 -1.99760
H14 1.28620 2.03340 -1.99933
H15 1.28326 0.40402 -2.28383
H16 2.90315 0.33902 1.83225
H17 2.91706 0.24210 0.16209
H18 -1.40829 0.34336 1.36388

## Properties
E_LUMO   -6.4 eV
Frontier orbital gap   10.41 eV
Energy above the lowest of the compared OMol25 structures with the same formula, charge and spin   0.000 eV
Total charge   +2
SMILES string   C[N@H+]1C[C@]2(N)C[NH2+]C[C@]2(N)C1

Mulliken atomic charge list, values in e, 8 entries: -1.1260, -1.0050, -1.6021, -1.1024, 1.6127, 0.5250, -0.9184, -0.5584

[2]
Formula: C7H18NO2
Source: the OMol25 dataset
Level of theory: the ωB97M-V functional and the def2-TZVPD basis

Element x y z (Å)
C1 -1.13054 -1.54466 0.93484
C2 -1.28677 -2.06910 -0.44818
C3 -0.09257 -1.88858 -1.41702
C4 0.54010 2.63268 -1.62823
C5 1.41769 1.59060 -1.86835
C6 1.12284 0.18873 -1.66675
C7 -0.03415 -0.47771 -1.76422
N1 -0.49430 -0.16474 1.04345
H1 -2.14148 -1.48567 1.27490
H2 -0.40042 -2.15805 1.59627
H3 -2.15579 -1.56430 -0.95209
H4 -1.44156 -3.21589 -0.34507
H5 -0.12754 -2.64783 -2.27192
H6 0.88234 -2.28542 -1.05106
H7 0.69988 3.72915 -1.75492
H8 -0.40712 2.34812 -1.10211
H9 2.45951 1.53742 -2.34255
H10 1.93422 -0.18277 -1.05156
H11 -0.99198 -0.26551 -2.30385
H12 0.48361 -0.38996 1.14376
H13 -0.95632 0.25743 1.86914
H14 -0.62742 0.56135 0.19850
H15 -2.35691 2.14853 2.56445
H16 -1.75081 3.25830 1.97005
O1 -1.60713 2.35066 2.01412
H17 1.36794 -0.93572 3.17895
H18 2.58461 -1.37921 2.56046
O2 2.00536 -0.69672 2.56863

## Properties
E_LUMO   -3.0 eV
Frontier orbital gap   9.21 eV
Energy above the lowest of the compared OMol25 structures with the same formula, charge and spin   2.447 eV
Total charge   +1

Mulliken atomic charge list, values in e, 8 entries: -0.4804, -0.5600, -0.5781, -0.7455, -0.1411, 0.0327, -0.4627, -0.0595

[3]
Formula: C7H18NOP
Source: the OMol25 dataset
Level of theory: the ωB97M-V functional and the def2-TZVPD basis

Element x y z (Å)
C1 -2.03698 0.72349 -0.16724
C2 -1.33987 -0.75723 -2.02388
C3 -2.44195 -1.82093 -0.13068
C4 1.65483 1.80834 1.19687
C5 2.64814 1.24294 -0.91155
C6 2.26688 -2.02504 1.13833
C7 -1.92286 -0.50596 -0.82030
N1 2.01482 0.66994 0.27043
O1 0.97691 -1.36203 -1.16349
P1 1.05314 -0.81108 0.42110
H1 -1.81371 1.51560 -0.86262
H2 -3.04349 0.78917 0.24488
H3 -1.39128 0.72758 0.65741
H4 -1.18027 -1.78866 -2.35181
H5 0.27464 -1.10940 -1.55251
H6 -0.86897 0.11590 -2.51551
H7 -3.40294 -1.74096 0.45452
H8 -2.59400 -2.61957 -0.87713
H9 -1.76686 -2.17850 0.70142
H10 0.96092 1.38921 1.86864
H11 2.59445 2.09050 1.68533
H12 1.05979 2.55913 0.62910
H13 3.61876 1.52539 -0.61372
H14 2.72896 0.44991 -1.60768
H15 2.08652 2.06545 -1.35898
H16 1.67726 -2.94942 1.32298
H17 3.06245 -2.00323 0.40428
H18 2.81535 -1.64507 2.02578

## Properties
E_LUMO   1.0 eV
Frontier orbital gap   8.63 eV
Energy above the lowest of the compared OMol25 structures with the same formula, charge and spin   2.653 eV
SMILES string   CN(C)P(C)O.C=C(C)C

Mulliken atomic charge list, values in e, 8 entries: -1.1204, -1.2296, -1.2287, -1.0294, -1.0185, -1.1634, 0.8017, 0.0615

[4]
Formula: C7H18NOSi
Source: the OMol25 dataset
Level of theory: the ωB97M-V functional and the def2-TZVPD basis

Element x y z (Å)
C1 -0.12016 0.99276 1.58472
C2 0.21953 0.22970 2.80854
C3 1.23507 2.54100 -1.02816
C4 -2.18879 -0.74475 -0.56738
C5 0.49218 -1.23441 -2.17106
C6 0.10688 -2.61540 0.65957
C7 0.40983 0.56512 0.25486
N1 0.10000 1.67969 -0.66469
O1 -0.87690 1.95088 1.57840
Si1 -0.33406 -1.14427 -0.45208
H1 1.12903 -0.34924 2.69568
H2 0.31016 0.92090 3.64620
H3 -0.60974 -0.43591 3.04965
H4 2.00658 1.95837 -1.53137
H5 0.90925 3.33720 -1.69322
H6 1.65910 2.98667 -0.12938
H7 -2.61085 -0.46340 0.39314
H8 -2.41286 0.05834 -1.26690
H9 -2.74577 -1.61424 -0.91039
H10 1.02161 -0.33120 -2.46580
H11 1.21801 -2.04193 -2.20114
H12 -0.23805 -1.44964 -2.94601
H13 0.95081 -3.16762 0.25555
H14 0.35721 -2.33943 1.67882
H15 -0.72825 -3.30991 0.71384
H16 1.70743 0.44017 0.25358
H17 -0.58681 2.22446 -0.03924
H18 -0.38046 1.35610 -1.50573

## Properties
E_LUMO   -3.0 eV
Frontier orbital gap   11.46 eV
Energy above the lowest of the compared OMol25 structures with the same formula, charge and spin   0.441 eV
Total charge   +1
SMILES string   C[NH2+][C@@H](C(C)=O)[Si](C)(C)C

Mulliken atomic charge list, values in e, 8 entries: 0.7399, -1.4224, -0.9820, -1.1170, -1.0620, -1.0764, -0.1807, -0.0798

[5]
Formula: C7H18OP
Source: the OMol25 dataset
Level of theory: the ωB97M-V functional and the def2-TZVPD basis

Element x y z (Å)
C1 1.13779 -2.59303 -0.86621
C2 -0.75904 0.55953 -2.10706
C3 -2.58742 1.99437 -0.09822
C4 -0.19345 -0.47234 2.16173
C5 1.73250 1.22758 0.93124
C6 1.76785 -1.59424 0.15001
C7 -0.58978 0.78082 -0.69591
O1 -1.17335 1.59803 0.08747
P1 0.59189 -0.14249 0.53518
H1 0.13367 -2.74454 -0.65340
H2 0.92441 -2.12472 -1.92075
H3 1.80275 -3.38962 -0.94703
H4 -0.49118 -0.37954 -2.54586
H5 -1.77871 0.82459 -2.41920
H6 -0.12773 1.35818 -2.69724
H7 -2.86666 2.75531 0.62879
H8 -3.16927 1.10902 0.35068
H9 -2.82151 2.33369 -1.09871
H10 -0.62149 -1.42346 2.37362
H11 -0.93462 0.38554 2.29138
H12 0.66395 -0.26218 2.96148
H13 1.04399 2.13396 1.03099
H14 2.36440 1.23153 0.05042
H15 2.22220 1.01773 1.91426
H16 2.63862 -1.20702 -0.36508
H17 1.99925 -1.85021 1.12350
H18 -0.90907 -1.12650 -0.17608

## Properties
E_LUMO   -3.8 eV
Frontier orbital gap   8.62 eV
Energy above the lowest of the compared OMol25 structures with the same formula, charge and spin   3.180 eV
Total charge   +1

Mulliken atomic charge list, values in e, 8 entries: -1.2757, -1.1436, -0.8066, -1.0863, -1.2774, -0.5931, 0.4311, -0.2707

[6]
Formula: C7H19Cl4N5O10
Source: the OMol25 dataset
Level of theory: the ωB97M-V functional and the def2-TZVPD basis

Element x y z (Å)
C1 -0.81382 -2.29839 4.31782
N1 -0.75473 -1.91747 5.77092
O1 -1.86476 -1.94461 6.34561
O2 0.31744 -1.44028 6.16947
H1 0.11317 -2.07267 3.79074
H2 -1.63368 -1.77264 3.82842
H3 -0.91973 -3.38308 4.33599
C2 -1.71707 4.58379 -3.25060
N2 -1.69366 4.02160 -1.87984
O3 -1.22393 4.58900 -0.93630
O4 -2.29116 2.95698 -1.79360
H4 -1.82276 5.66459 -3.15681
H5 -2.56011 4.27190 -3.86712
H6 -0.78828 4.36947 -3.77930
C3 2.47328 -0.45454 0.96114
N3 3.54302 0.34409 0.27370
O5 3.61786 0.20764 -0.92546
O6 4.36789 0.97399 0.96231
H7 2.71366 -1.51767 0.95311
H8 1.47990 -0.32155 0.53266
H9 2.37557 0.04315 1.92596
C4 0.29506 -3.37535 -1.17237
N4 1.76726 -3.16848 -1.17347
O7 2.39606 -3.62370 -0.22400
O8 2.22323 -2.40638 -1.99042
H10 -0.00900 -3.44634 -2.21669
H11 -0.06651 -2.51250 -0.61303
H12 0.03308 -4.36881 -0.80837
C5 0.57917 -0.55619 -3.69785
N5 0.08652 0.45214 -4.58996
O9 -0.32047 0.03625 -5.66003
O10 0.05730 1.63005 -4.22649
H13 -0.10191 -1.33306 -3.35042
H14 1.03568 -0.06182 -2.84036
H15 1.45371 -0.98546 -4.18676
C6 -2.31395 -0.08421 -0.03532
Cl1 -1.30068 -0.96356 1.08270
Cl2 -2.27035 -0.86234 -1.67430
H16 -3.32489 -0.04148 0.36998
H17 -1.91936 0.92189 -0.17734
C7 -0.27477 2.01518 3.16541
Cl3 -1.68347 1.81167 4.23719
Cl4 1.13946 1.30847 3.88427
H18 -0.44094 1.65252 2.15103
H19 0.04168 3.05823 3.16774

## Properties
E_LUMO   -0.3 eV
Frontier orbital gap   10.71 eV
Energy above the lowest of the compared OMol25 structures with the same formula, charge and spin   1.399 eV
SMILES string   C[N+](=O)[O-].C[N+](=O)[O-].C[N+](=O)[O-].C[N+](=O)[O-].C[N+](=O)[O-].ClCCl.ClCCl

Mulliken atomic charge list, values in e, 8 entries: -0.7522, 0.8704, -0.5120, -0.4819, 0.2438, 0.2861, 0.3384, -0.7410

What did the fifth record say?
Formula: C7H18OP
Source: the OMol25 dataset
Level of theory: the ωB97M-V functional and the def2-TZVPD basis

Element x y z (Å)
C1 1.13779 -2.59303 -0.86621
C2 -0.75904 0.55953 -2.10706
C3 -2.58742 1.99437 -0.09822
C4 -0.19345 -0.47234 2.16173
C5 1.73250 1.22758 0.93124
C6 1.76785 -1.59424 0.15001
C7 -0.58978 0.78082 -0.69591
O1 -1.17335 1.59803 0.08747
P1 0.59189 -0.14249 0.53518
H1 0.13367 -2.74454 -0.65340
H2 0.92441 -2.12472 -1.92075
H3 1.80275 -3.38962 -0.94703
H4 -0.49118 -0.37954 -2.54586
H5 -1.77871 0.82459 -2.41920
H6 -0.12773 1.35818 -2.69724
H7 -2.86666 2.75531 0.62879
H8 -3.16927 1.10902 0.35068
H9 -2.82151 2.33369 -1.09871
H10 -0.62149 -1.42346 2.37362
H11 -0.93462 0.38554 2.29138
H12 0.66395 -0.26218 2.96148
H13 1.04399 2.13396 1.03099
H14 2.36440 1.23153 0.05042
H15 2.22220 1.01773 1.91426
H16 2.63862 -1.20702 -0.36508
H17 1.99925 -1.85021 1.12350
H18 -0.90907 -1.12650 -0.17608

## Properties
E_LUMO   -3.8 eV
Frontier orbital gap   8.62 eV
Energy above the lowest of the compared OMol25 structures with the same formula, charge and spin   3.180 eV
Total charge   +1

Mulliken atomic charge list, values in e, 8 entries: -1.2757, -1.1436, -0.8066, -1.0863, -1.2774, -0.5931, 0.4311, -0.2707